[1]
This record from the Open Molecules 2025 dataset describes a structure of composition C48H55CrN2OP2S2SiTe in a non-equilibrium geometry. The level of theory is ωB97M-V/def2-TZVPD.

* total energy: -139532.5868 eV
* HOMO energy (spin up / spin down): -3.61 / -4.84 eV
* energy above the lowest of the compared OMol25 structures with the same formula, charge and spin: 7.918 eV
* spin multiplicity: 5
* net charge: -1
* <S²>: 6.083
* orbital gap (spin up / spin down): 5.88 / 6.46 eV

Geometry as XYZ:
```
113
C48H55CrN2OP2S2SiTe | the Open Molecules 2025 dataset | ωB97M-V/def2-TZVPD
Cr 0.62 1.63 0.08
S 1.52 3.69 0.52
C 0.20 4.80 0.21
C 0.28 6.14 0.60
C -0.77 7.02 0.37
C -1.92 6.57 -0.26
C -2.01 5.25 -0.68
C -0.95 4.36 -0.45
S -1.06 2.69 -1.00
H 1.19 6.48 1.10
H -0.69 8.05 0.70
H -2.75 7.24 -0.44
H -2.89 4.89 -1.19
Te 3.86 -1.46 1.29
C 5.60 -2.31 0.42
C 6.22 -1.71 -0.66
C 7.33 -2.32 -1.23
N 7.84 -3.48 -0.80
C 7.24 -4.05 0.25
C 6.13 -3.51 0.89
C 2.96 -0.88 -0.56
P 2.66 0.89 -0.72
C 2.49 1.17 -2.54
C 2.12 2.44 -2.99
C 1.89 2.67 -4.34
C 2.03 1.63 -5.25
C 2.41 0.37 -4.82
C 2.64 0.14 -3.47
C 4.25 1.70 -0.35
C 5.27 1.77 -1.30
C 6.49 2.33 -0.96
C 6.71 2.82 0.32
C 5.69 2.75 1.27
C 4.47 2.19 0.93
P 1.38 -1.66 -0.75
C 1.82 -3.41 -1.01
C 3.05 -3.78 -1.56
C 3.40 -5.11 -1.72
C 2.52 -6.12 -1.35
C 1.28 -5.78 -0.83
C 0.93 -4.45 -0.66
C -0.84 -1.31 2.28
C -0.95 0.23 2.29
C -0.62 1.01 3.58
C -0.18 0.24 4.76
C -0.19 -1.14 4.74
C -0.56 -1.88 3.63
H 5.84 -0.77 -1.06
H 7.83 -1.87 -2.08
H 7.66 -4.99 0.58
H 5.68 -4.03 1.72
H 2.02 3.25 -2.28
H 1.59 3.65 -4.67
H 1.84 1.81 -6.31
H 2.52 -0.44 -5.53
H 2.93 -0.84 -3.12
H 5.10 1.39 -2.30
H 7.29 2.39 -1.70
H 7.66 3.26 0.58
H 5.86 3.14 2.27
H 3.66 2.16 1.65
H 3.75 -3.00 -1.85
H 4.37 -5.36 -2.14
H 2.80 -7.16 -1.47
H 0.58 -6.55 -0.55
H -0.03 -4.20 -0.23
H -1.90 0.54 1.86
H -1.38 1.75 3.84
H 0.11 0.79 5.64
H 0.08 -1.67 5.64
H -0.56 -2.96 3.70
O 0.45 1.69 2.88
N 0.14 1.00 1.66
C -2.02 -2.10 1.62
C -3.46 -1.53 1.72
C -3.67 -1.05 3.16
C -4.45 -2.70 1.54
Si -3.79 -0.22 0.30
C -5.09 1.11 0.86
C -6.39 0.47 1.39
C -5.46 2.05 -0.30
C -4.46 1.98 1.96
C -4.21 -0.98 -1.45
C -3.39 -2.22 -1.81
C -3.88 0.06 -2.52
C -5.70 -1.36 -1.56
H -2.04 -3.07 2.12
H 0.04 -1.52 1.67
H -1.78 -2.29 0.57
H -3.38 -1.86 3.85
H -4.72 -0.81 3.36
H -3.07 -0.18 3.43
H -4.33 -3.42 2.36
H -4.28 -3.25 0.61
H -5.49 -2.35 1.54
H -6.89 -0.13 0.62
H -7.08 1.26 1.70
H -6.21 -0.17 2.26
H -6.01 1.55 -1.09
H -4.56 2.51 -0.73
H -6.10 2.86 0.09
H -4.22 1.42 2.86
H -5.17 2.77 2.24
H -3.55 2.47 1.59
H -2.32 -2.02 -1.74
H -3.60 -2.49 -2.85
H -3.62 -3.10 -1.20
H -2.80 0.25 -2.55
H -4.38 1.02 -2.36
H -4.18 -0.32 -3.50
H -6.00 -2.07 -0.78
H -5.88 -1.84 -2.53
H -6.36 -0.49 -1.50
```

[2]
This record from the Open Molecules 2025 dataset describes a structure of composition C48H56As2N5P2TeTi in a non-equilibrium geometry. The level of theory is ωB97M-V/def2-TZVPD.

* total energy: -228791.6811 eV
* HOMO energy (spin up / spin down): -5.34 / -5.32 eV
* energy above the lowest of the compared OMol25 structures with the same formula, charge and spin: 1.890 eV
* spin multiplicity: 2
* net charge: 0
* <S²>: 0.813
* orbital gap (spin up / spin down): 5.28 / 5.26 eV

Geometry as XYZ:
```
115
C48H56As2N5P2TeTi | the Open Molecules 2025 dataset | ωB97M-V/def2-TZVPD
Ti -1.05 0.02 0.82
C 2.27 -0.81 -0.12
C 1.33 -0.89 1.10
As 1.42 0.75 2.26
C 0.54 0.12 3.94
C 1.23 0.11 5.16
C 0.60 -0.21 6.35
C -0.75 -0.54 6.36
C -1.46 -0.52 5.17
C -0.83 -0.18 3.98
C 3.24 0.30 2.93
C 4.08 1.39 3.17
C 5.36 1.21 3.70
C 5.81 -0.07 3.99
C 4.98 -1.17 3.75
C 3.71 -0.97 3.23
As 1.55 0.35 -1.56
C 2.29 2.10 -1.10
C 1.77 3.21 -1.77
C 2.23 4.49 -1.48
C 3.21 4.68 -0.52
C 3.74 3.58 0.15
C 3.27 2.30 -0.14
C 2.87 -0.10 -2.98
C 3.24 -1.42 -3.20
C 4.02 -1.78 -4.30
C 4.43 -0.81 -5.21
C 4.06 0.51 -5.00
C 3.28 0.86 -3.90
H 2.31 -1.80 -0.57
H 3.28 -0.55 0.17
H 1.56 -1.75 1.72
H 0.33 -1.11 0.70
H 2.28 0.37 5.18
H 1.16 -0.22 7.27
H -1.25 -0.78 7.29
H -2.52 -0.75 5.16
H -1.42 -0.12 3.07
H 3.73 2.39 2.94
H 6.00 2.06 3.88
H 6.80 -0.22 4.40
H 5.32 -2.17 3.98
H 3.08 -1.84 3.07
H 0.99 3.08 -2.52
H 1.80 5.34 -2.00
H 3.55 5.68 -0.28
H 4.52 3.72 0.89
H 3.71 1.47 0.39
H 2.94 -2.20 -2.51
H 4.29 -2.82 -4.45
H 5.02 -1.09 -6.07
H 4.37 1.27 -5.70
H 3.01 1.90 -3.77
C -1.67 2.72 3.56
P -1.40 2.25 1.69
C -0.23 3.66 1.50
C -3.14 2.79 1.30
C -4.05 1.57 1.45
P -3.51 0.18 0.37
C -4.88 -1.00 0.78
C -4.16 0.72 -1.26
H -1.91 3.79 3.66
H -0.77 2.53 4.14
H -2.49 2.15 4.01
H -0.78 4.60 1.56
H 0.33 3.61 0.56
H 0.47 3.63 2.33
H -3.21 3.15 0.27
H -3.45 3.59 1.97
H -5.10 1.81 1.24
H -4.00 1.20 2.48
H -5.85 -0.51 0.66
H -4.79 -1.36 1.81
H -4.83 -1.87 0.12
H -3.72 1.66 -1.56
H -5.24 0.81 -1.20
H -3.91 -0.02 -2.03
N -3.69 -4.75 2.13
N -2.62 -3.89 2.27
N -1.66 -4.05 3.16
C -0.92 -2.98 2.93
N -1.42 -2.24 1.91
N -2.51 -2.85 1.53
H -3.75 -5.30 2.98
H -3.52 -5.36 1.34
H -0.03 -2.74 3.48
C -0.02 -2.95 -2.87
Te -1.43 -2.03 -1.56
C -2.93 -3.06 -2.68
C -2.19 -3.98 -3.62
C -2.90 -4.88 -4.42
C -2.24 -5.72 -5.29
C -0.85 -5.68 -5.38
C -0.14 -4.78 -4.59
C -0.80 -3.93 -3.71
H 0.75 -3.45 -2.29
H 0.46 -2.18 -3.48
H -3.53 -2.33 -3.21
H -3.59 -3.62 -2.01
H -3.98 -4.91 -4.36
H -2.80 -6.42 -5.91
H -0.32 -6.34 -6.05
H 0.94 -4.74 -4.66
C -1.13 1.53 -0.28
C -1.32 2.36 -1.48
C -1.47 3.76 -1.48
C -1.60 4.49 -2.66
C -1.58 3.85 -3.89
C -1.43 2.47 -3.92
C -1.30 1.75 -2.74
H -1.47 4.29 -0.54
H -1.71 5.57 -2.60
H -1.69 4.42 -4.81
H -1.42 1.95 -4.87
H -1.23 0.67 -2.79
```

> total energy of number 2 (C48H56As2N5P2TeTi)?

-228791.6811 eV

> What is the formula in the first record?

C48H55CrN2OP2S2SiTe